Molecular formula: C4H15N2O2
Method: DFT, the ωB97M-V functional and the def2-TZVPD basis

Structure (XYZ):
```
23
Properties=species:S:1:pos:R:3
C 0.36425 1.43297 -0.88334
C -0.79983 0.71323 -0.23330
C -0.44344 -0.64071 0.33080
C -1.14612 -1.25498 1.30336
N 0.74369 -1.37267 -0.16289
N 1.45934 1.64356 0.08192
H 0.78467 1.01025 -1.80242
H -0.02875 2.37388 -1.29164
H -1.76743 0.73858 -0.72063
H -1.01753 1.30957 0.67446
H -1.88055 -0.79582 1.92018
H -0.88626 -2.24443 1.66357
H 1.36532 -0.66365 -0.57847
H 0.49895 -1.99863 -0.91584
H 1.19508 -1.89372 0.66377
H 1.13106 1.64339 1.03985
H 1.88170 2.52752 -0.16390
H 3.90988 -0.57447 -1.61961
H 3.27715 0.33199 -0.51449
O 3.24195 -0.54401 -0.92753
H -4.66134 -0.17605 0.92017
H -3.80151 -0.10252 -0.23036
O -3.72670 -0.00568 0.72909
```

As for the expectation value of S²: 0.752. The HOMO-LUMO gap (spin up / spin down) is 3.6 / 8.8 eV. Its HOMO energy (spin up / spin down) is -2.9142 / -8.2285 eV. Its energy above the lowest of the compared OMol25 structures with the same formula, charge and spin is 51.1 kcal per mole. Its charge is 0. Its total energy is -11462.1943 eV. As for the multiplicity: 2. The value obtained for the LUMO energy (spin up / spin down) is 0.674 / 0.527 eV.